C43H68InN4OS | wB97M-V/def2-TZVPD

Its total energy is -2561.81347 Eh. The max |F| is 0.06111 hartree/bohr. The calculation puts the LUMO energy at 2.409 eV. The calculation puts the HOMO-LUMO gap at 6.9 eV.

Structure (ORCA input):
```
! RIJCOSX wB97M-V def2-TZVPD def2/J DEFGRID3
* xyz -1 1
C 3.52370 -4.91296 0.46980
C 4.90447 -4.22612 0.49552
C 5.46218 -3.87140 -0.88696
C 4.55342 -2.96655 -1.72849
C 4.66387 -1.48627 -1.36549
C 3.93813 -0.53227 -2.32534
C 2.51146 -0.08144 -1.95414
C 1.70002 -0.93838 -0.97395
C 0.20396 -0.58892 -1.05523
C -0.07391 0.88997 -0.72648
In -2.08785 1.14653 0.12475
S -2.40316 3.65190 0.36616
C -3.57729 0.22397 -1.22243
C -4.86095 -0.18799 -0.50131
C -5.81837 -1.07940 -1.32039
C -6.61999 -2.03880 -0.45018
N -5.85876 -3.16561 0.14711
C -4.46404 -3.34714 -0.26034
C -5.93960 -3.15933 1.57897
C -6.39723 -4.46059 2.17782
O -5.66078 -2.18518 2.25081
C -2.42779 0.33178 2.18431
C -1.27547 -0.39060 2.86859
N -0.01402 0.32778 2.65951
N -1.62855 -0.55872 4.31997
N -1.09599 -1.73524 2.31206
H 2.73900 -4.26858 0.87741
H 3.22867 -5.18009 -0.54877
H 3.53395 -5.82659 1.06784
H 4.86755 -3.32229 1.11362
H 5.61542 -4.90349 0.98210
H 6.40978 -3.33507 -0.74571
H 5.68742 -4.79420 -1.43114
H 4.83377 -3.06887 -2.78490
H 3.51420 -3.30104 -1.65079
H 4.33339 -1.31038 -0.33288
H 5.73617 -1.24262 -1.38144
H 4.55932 0.36350 -2.43572
H 3.91169 -1.01065 -3.31248
H 2.55538 0.93547 -1.55312
H 1.91963 -0.01057 -2.87536
H 2.03410 -0.75836 0.05746
H 1.84480 -2.00822 -1.18076
H -0.33656 -1.25772 -0.37186
H -0.15748 -0.82269 -2.06427
H 0.68822 1.25721 -0.02861
H -0.00028 1.48697 -1.64520
H -3.67458 3.80884 0.74692
H -3.81820 0.84306 -2.09728
H -3.07432 -0.67526 -1.61410
H -4.62510 -0.70524 0.43174
H -5.40831 0.72542 -0.22976
H -6.54782 -0.44763 -1.84598
H -5.26103 -1.60211 -2.10775
H -7.47565 -2.44872 -1.00221
H -7.03303 -1.43643 0.36851
H -3.80037 -2.53410 0.04959
H -4.41423 -3.47570 -1.34419
H -4.08835 -4.27414 0.19041
H -7.47735 -4.54398 2.01543
H -5.93865 -5.29894 1.64881
H -6.17256 -4.48970 3.24493
H -3.25553 -0.38174 2.11300
H -2.75160 1.16354 2.82599
H 0.73859 -0.18263 3.11207
H -0.06760 1.23846 3.10136
H -1.61660 0.35398 4.76271
H -0.88783 -1.09918 4.76248
H -0.11524 -1.94871 2.18001
H -1.48594 -2.41982 2.94827
C -1.64318 -3.23281 5.91338
C -0.57534 -3.89599 5.32440
C -0.61492 -4.20866 3.97224
C -1.72041 -3.85539 3.20971
C -2.78983 -3.19464 3.79914
C -2.74958 -2.88430 5.15110
H -1.61026 -2.98169 6.96609
H 0.29017 -4.16445 5.91742
H 0.21765 -4.72318 3.51134
H -1.74566 -4.08593 2.15171
H -3.65038 -2.91210 3.20898
H -3.57914 -2.35846 5.60475
C -0.62774 5.88880 4.95436
C -1.20880 4.97408 4.08702
C -0.41221 4.16706 3.28686
C 0.97011 4.27634 3.36183
C 1.55451 5.19159 4.22840
C 0.75523 5.99908 5.02560
H -1.25249 6.52043 5.57405
H -2.28604 4.88995 4.02118
H -0.87570 3.47044 2.59963
H 1.59188 3.64876 2.73471
H 2.63302 5.27696 4.28108
H 1.20868 6.71587 5.69926
C 5.75225 0.81250 -5.49683
C 6.84607 1.51929 -5.97715
C 6.68463 2.81926 -6.43681
C 5.42994 3.41263 -6.41264
C 4.33616 2.70586 -5.93163
C 4.49726 1.40476 -5.47652
H 5.87628 -0.19961 -5.13307
H 7.82544 1.05803 -5.99014
H 7.53743 3.37092 -6.81173
H 5.30448 4.42804 -6.76620
H 3.35820 3.16898 -5.90696
H 3.64616 0.85380 -5.09776
C 1.38495 5.41648 -4.00142
C 1.04967 4.76293 -2.82241
C -0.28297 4.54942 -2.49666
C -1.28061 4.98665 -3.35537
C -0.94809 5.63793 -4.53598
C 0.38514 5.85492 -4.85973
H 2.42563 5.58341 -4.25255
H 1.82792 4.41465 -2.15488
H -0.56446 4.04396 -1.58214
H -2.31597 4.81495 -3.08997
H -1.72880 5.97750 -5.20573
H 0.64468 6.36527 -5.77941
*
```